Entry 1:
Molecular formula: C26H29N3O5
Method: DFT, the ωB97M-V functional and the def2-TZVPD basis

Geometry as XYZ:
```
63
Properties=species:S:1:pos:R:3
C -6.4931 3.5675 2.2198
C -5.2555 3.3687 3.0904
H -4.5217 4.1659 2.9201
H -5.5410 3.3849 4.1457
O -4.6637 2.0969 2.9116
C -3.9063 1.8460 1.8232
C -3.5647 2.7628 0.8463
C -2.7535 2.3859 -0.2240
C -2.2856 1.0793 -0.3192
C -2.6276 0.1480 0.6695
C -3.4266 0.5072 1.7300
O -3.8206 -0.3138 2.7345
C -3.3629 -1.6520 2.7310
C -3.9323 -2.3337 3.9650
H -5.0178 -2.3030 3.9369
H -3.5959 -1.8184 4.8602
H -3.6036 -3.3684 4.0017
H -3.7037 -2.1645 1.8206
H -2.2648 -1.6741 2.7548
H -2.2382 -0.8502 0.5561
C -1.4149 0.6912 -1.4195
O -0.9576 -0.4276 -1.5662
N -1.1359 1.6975 -2.3365
C -1.5776 3.0044 -2.2565
O -1.2828 3.8481 -3.0733
N -2.4126 3.2826 -1.2085
H -2.7106 4.2455 -1.1326
C -0.1331 1.4207 -3.3538
C 1.2472 1.8659 -2.8485
C 1.4591 1.3146 -1.4444
O 1.1685 1.9963 -0.4723
N 1.9306 0.0622 -1.3129
C 2.2241 -0.8917 -2.3526
H 1.5564 -1.7518 -2.2232
C 3.6800 -1.3440 -2.2263
C 3.9629 -1.8113 -0.8240
C 3.1811 -1.4151 0.1780
C 2.0072 -0.5078 0.0166
H 1.0776 -1.0595 0.2258
H 2.0613 0.3212 0.7290
H 3.3525 -1.7680 1.1847
C 5.1282 -2.6818 -0.5967
C 5.9884 -2.4263 0.4700
C 7.0871 -3.2319 0.7025
C 7.3457 -4.3120 -0.1246
C 6.4957 -4.5800 -1.1840
C 5.3994 -3.7713 -1.4206
H 4.7357 -4.0079 -2.2396
H 6.6873 -5.4249 -1.8296
H 8.2044 -4.9417 0.0557
H 7.7463 -3.0152 1.5305
H 5.7971 -1.5762 1.1083
H 4.3463 -0.5074 -2.4608
H 3.8839 -2.1359 -2.9478
H 2.0471 -0.4676 -3.3382
H 2.0271 1.5695 -3.5470
H 1.2451 2.9541 -2.7641
H -0.1615 0.3460 -3.5420
H -0.4013 1.9754 -4.2549
H -3.9063 3.7844 0.8951
H -7.2203 2.7890 2.4348
H -6.9385 4.5355 2.4321
H -6.2411 3.5175 1.1635
```

Its total energy is -42142.3028 eV. As for the orbital gap: 8.65 eV. As for the structure (SMILES): CCOc1cc2[nH]c(=O)n(CCC(=O)N3CC=C(c4ccccc4)CC3)c(=O)c2cc1OCC. The value obtained for the HOMO energy is -7.946 eV.

Entry 2:
Molecular formula: C26H29N7RhS2
Method: DFT, the ωB97M-V functional and the def2-TZVPD basis

Geometry as XYZ:
```
65
Properties=species:S:1:pos:R:3
Rh -0.5210 0.1196 -0.4945
N -0.5079 2.8250 2.7818
C -0.2577 1.7938 1.9580
S -1.6237 0.8304 1.4063
N 0.9746 1.5086 1.6430
N 0.9609 0.3659 0.8650
C 1.6934 -0.6338 1.2137
C 2.7141 -0.5592 2.2825
C 3.7439 0.3728 2.1958
C 4.7136 0.4251 3.1832
C 4.6497 -0.4394 4.2679
C 3.6172 -1.3613 4.3635
C 2.6545 -1.4282 3.3681
C 1.3842 -1.9179 0.5531
C 2.2292 -3.0170 0.6167
C 1.8481 -4.1866 -0.0209
C 0.6400 -4.2233 -0.6988
C -0.1488 -3.0838 -0.7157
N 0.2085 -1.9601 -0.1008
H -1.4504 3.0544 3.0343
H 0.2568 3.2771 3.2527
H 3.7750 1.0628 1.3623
H 5.5167 1.1461 3.1105
H 5.4049 -0.3927 5.0411
H 3.5619 -2.0291 5.2127
H 1.8474 -2.1477 3.4402
H 3.1682 -2.9448 1.1467
H 2.4886 -5.0579 0.0084
H 0.3078 -5.1171 -1.2075
H -1.1002 -3.0517 -1.2344
C 2.1045 -0.7711 -2.1726
N 0.8837 0.0431 -2.2540
C 0.1794 -0.3217 -3.4958
C 1.2924 1.4705 -2.3264
C 0.1022 2.3581 -2.1548
C -0.0260 3.5393 -2.8770
C -1.1186 4.3657 -2.6732
C -2.0763 3.9969 -1.7402
C -1.9516 2.8103 -1.0270
C -0.8675 1.9603 -1.2309
H 2.7497 -0.5515 -3.0292
H 1.8559 -1.8310 -2.1957
H 2.6525 -0.5405 -1.2616
H 0.8494 -0.2159 -4.3559
H -0.6791 0.3301 -3.6396
H -0.1556 -1.3571 -3.4347
H 1.8037 1.6573 -3.2781
H 2.0123 1.6365 -1.5200
H 0.7362 3.8136 -3.5977
H -1.2176 5.2891 -3.2277
H -2.9256 4.6440 -1.5553
H -2.6974 2.5728 -0.2809
C -3.5276 -2.1539 0.8200
N -4.1696 -0.9507 0.3103
C -5.3099 -0.3638 0.8236
C -5.6018 0.6993 0.0447
N -4.6300 0.7389 -0.9294
C -3.7515 -0.2625 -0.7633
S -2.4196 -0.5819 -1.7982
H -4.0300 -2.4458 1.7375
H -2.4795 -1.9470 1.0276
H -3.6095 -2.9523 0.0845
H -5.8047 -0.7522 1.6951
H -6.3989 1.4172 0.1011
H -4.5235 1.4261 -1.6597
```

Its total energy is -62538.8102 eV. As for the orbital gap: 7.57 eV. Its total charge is +1. The value obtained for the HOMO energy is -10.594 eV.

Entry 3:
Molecular formula: C26H29NO6
Method: DFT, the ωB97M-V functional and the def2-TZVPD basis

Geometry as XYZ:
```
62
Properties=species:S:1:pos:R:3
C 4.0119 -1.6242 3.3018
C 3.2879 -0.4111 2.7852
O 1.8968 -0.7788 2.6510
C 1.1199 0.2504 2.2228
C -0.2636 -0.1573 1.9993
C -1.2600 0.8250 2.4201
O -0.9746 1.9239 2.8776
O -2.5397 0.3894 2.3011
C -3.5071 1.3930 2.6701
C -4.8288 0.7257 2.9386
C -0.5292 -1.6012 1.8940
O 0.1169 -2.3339 1.1512
O -1.5355 -2.0330 2.6813
C -1.8378 -3.4553 2.6666
C -3.2759 -3.6061 3.0924
O 1.5956 1.3527 1.9650
H 5.0865 -1.4260 3.3129
H 3.6958 -1.8528 4.3253
H 3.8234 -2.5019 2.6732
H 3.3822 0.4309 3.4877
H 3.6841 -0.1118 1.8029
H -3.1603 1.9163 3.5684
H -3.5905 2.1099 1.8404
H -5.6010 1.4926 3.0451
H -5.1249 0.0457 2.1334
H -4.7899 0.1702 3.8833
H -1.6837 -3.8543 1.6579
H -1.1640 -3.9476 3.3790
H -3.5823 -4.6545 3.0513
H -3.4233 -3.2506 4.1168
H -3.9344 -3.0375 2.4269
C -0.3769 4.9008 -1.5452
N -0.0092 3.5358 -1.8710
C 0.3005 2.5783 -0.9578
C 0.6443 1.3730 -1.6223
C 1.0393 0.2089 -0.9632
C 1.2911 -1.0543 -1.5999
C 0.4421 -1.5789 -2.6064
C 0.7207 -2.7995 -3.2182
C 1.8908 -3.4997 -2.8941
C 2.7512 -2.9938 -1.9080
C 2.4426 -1.8086 -1.2512
C 0.5977 1.6904 -3.0619
C 0.9879 1.0458 -4.2274
C 0.8047 1.6828 -5.4703
C 0.2867 2.9851 -5.5506
C -0.0291 3.6919 -4.3780
C 0.1365 3.0276 -3.1680
H -0.6354 5.4290 -2.4657
H -1.2339 4.9094 -0.8585
H 0.4546 5.4244 -1.0517
H 0.2772 2.7475 0.1143
H 1.4303 0.3450 0.0351
H -0.4508 -1.0128 -2.8769
H 0.0266 -3.2016 -3.9573
H 2.1272 -4.4398 -3.4001
H 3.6580 -3.5375 -1.6394
H 3.0840 -1.4185 -0.4571
H 1.4317 0.0564 -4.1613
H 1.0680 1.1530 -6.3877
H 0.1398 3.4532 -6.5267
H -0.3924 4.7186 -4.3962
```

Its total energy is -41206.2317 eV. As for the orbital gap: 4.84 eV. The value obtained for the HOMO energy is -6.755 eV.

Entry 4:
Molecular formula: C26H29NOP2PrS
Method: DFT, the ωB97M-V functional and the def2-TZVPD basis

Geometry as XYZ:
```
61
Properties=species:S:1:pos:R:3
C -1.4648 1.6961 -3.8242
C -0.7614 1.6896 -2.6215
C -1.5038 1.5015 -1.4224
C -2.8954 1.4540 -1.4430
C -3.5755 1.4499 -2.6589
C -2.8556 1.5574 -3.8488
C -3.6205 1.2049 -0.1272
C -2.8332 1.7384 1.0591
C -1.4452 1.7675 0.9612
C -0.6492 2.2335 2.0384
C -1.2903 2.5364 3.2376
C -2.6781 2.4165 3.3655
C -3.4533 2.0254 2.2733
H -0.9108 1.8097 -4.7598
H -4.6637 1.3571 -2.6486
H -3.3818 1.5448 -4.8023
H -4.5974 1.7000 -0.1612
H -0.6888 2.8704 4.0866
H -3.1568 2.6412 4.3180
H -4.5403 1.9344 2.3415
N -0.8427 1.2227 -0.1982
Pr 0.0718 -0.7427 -0.1266
C 0.7503 1.8278 -2.5859
H 1.0706 2.4846 -1.7599
H 1.1271 2.2270 -3.5382
C 0.8514 2.3674 1.8815
H 1.1035 2.9366 0.9715
H 1.2952 2.8611 2.7566
P 1.6026 0.1892 -2.3360
P 1.6842 0.7240 1.7140
C 1.5404 0.1039 3.4266
H 1.9053 -0.9309 3.4569
H 2.1489 0.7304 4.0936
H 0.4941 0.1215 3.7567
C 3.4405 1.2009 1.6540
H 3.7025 1.7631 2.5621
H 4.0524 0.2920 1.5918
H 3.6343 1.8182 0.7667
C 1.4566 -0.5276 -4.0051
H 2.1668 -0.0428 -4.6889
H 1.6965 -1.5971 -3.9296
H 0.4347 -0.4249 -4.3904
C 3.3540 0.6943 -2.3056
H 3.9445 -0.1528 -1.9329
H 3.6820 0.9525 -3.3225
H 3.5033 1.5496 -1.6331
C -3.7997 -0.2401 0.0566
O -2.9022 -1.0794 0.0855
H -4.8995 -0.2852 0.1527
S 2.5818 -2.1794 0.3974
C 1.7513 -3.6340 0.7650
C 1.2410 -3.8632 2.0670
C 0.5095 -5.0163 2.3332
C 0.3018 -5.9735 1.3299
C 0.8380 -5.7719 0.0489
C 1.5653 -4.6222 -0.2348
H 1.4124 -3.1068 2.8337
H 0.0992 -5.1723 3.3321
H -0.2717 -6.8759 1.5467
H 0.6874 -6.5190 -0.7313
H 1.9809 -4.4373 -1.2247
```

Its total energy is -74447.8676 eV. As for the orbital gap (spin up / spin down): 6.69 / 6.82 eV. Its total charge is +1. Its spin multiplicity is 3. The value obtained for the HOMO energy (spin up / spin down) is -10.040 / -10.045 eV. Its expectation value of S² is 2.008.

Entry 5:
Molecular formula: C26H30AsMnNO2S4Sb
Method: DFT, the ωB97M-V functional and the def2-TZVPD basis

Geometry as XYZ:
```
66
Properties=species:S:1:pos:R:3
Mn -0.3990 1.2338 0.8303
S 1.5046 -1.2226 4.4424
Sb 1.7852 0.3210 2.9226
S 1.2203 -0.1534 0.6524
S 0.1349 2.0486 2.7509
S 4.1089 0.9823 3.0495
C -3.9810 -0.8831 1.7049
O -3.0355 0.2364 1.9573
C -2.0693 0.3685 1.1610
O -1.6585 -0.2201 0.1765
H -4.4796 -1.0334 2.6524
H -3.4173 -1.7586 1.4017
H -4.6713 -0.5576 0.9340
C 2.3437 8.1005 -4.4849
C 2.0913 6.8880 -3.6377
C 3.0552 5.9021 -3.4706
C 2.8242 4.7711 -2.7012
C 3.9422 3.7578 -2.5977
C 1.5835 4.6173 -2.0467
As 1.5637 2.8319 -1.2269
N -0.1214 2.4686 -0.3252
C -1.4639 2.6185 -0.6929
C -1.9297 2.2262 -1.9600
C -3.2823 2.2198 -2.1916
C -4.1878 2.5707 -1.1748
C -3.7361 2.9500 0.0681
C -2.3588 2.9904 0.3226
C 2.5873 3.1181 0.4570
C 2.3028 4.1554 1.4098
C 1.1293 5.0431 1.2549
C 3.1387 4.4107 2.5112
C 4.2196 3.6355 2.7814
C 5.1680 3.9250 3.8842
C 4.4513 2.4425 1.9392
C 3.6666 2.3061 0.6810
C 4.1953 1.2715 -0.2528
C 0.5948 5.6009 -2.2004
C -0.7828 5.5613 -1.5916
C 0.8755 6.7096 -2.9917
H 3.3463 8.0894 -4.9096
H 2.2317 9.0124 -3.8955
H 1.6263 8.1532 -5.3057
H 4.0159 6.0076 -3.9640
H 4.7460 4.0204 -3.2827
H 3.6281 2.7452 -2.8630
H 4.3790 3.7292 -1.5962
H -1.2259 1.9245 -2.7246
H -3.6606 1.9313 -3.1638
H -5.2500 2.5576 -1.3854
H -4.4312 3.2430 0.8450
H -1.9839 3.4041 1.2483
H 0.2474 4.4665 0.9945
H 1.3164 5.7272 0.4201
H 0.9416 5.6259 2.1528
H 2.9024 5.2523 3.1512
H 4.7982 4.7088 4.5406
H 6.1196 4.2534 3.4512
H 5.3784 3.0293 4.4703
H 5.5174 2.3152 1.7300
H 4.4659 0.3659 0.2930
H 5.1199 1.6593 -0.6969
H 3.5122 1.0140 -1.0521
H -0.8422 4.9484 -0.7056
H -1.5145 5.1825 -2.3098
H -1.0962 6.5678 -1.3124
H 0.1030 7.4652 -3.1050
```

Its total energy is -175053.6700 eV. As for the orbital gap: 6.22 eV. Its total charge is +2. The value obtained for the HOMO energy is -13.862 eV.

Entry 6:
Molecular formula: C26H30B2N3O18
Method: DFT, the ωB97M-V functional and the def2-TZVPD basis

Geometry as XYZ:
```
79
Properties=species:S:1:pos:R:3
N 0.3789 0.7680 -0.3008
H -0.1429 1.6165 -0.0673
H -0.1886 0.2226 -0.9483
H 0.5412 0.1982 0.5351
H 1.3360 1.0629 -0.5467
O -4.7075 2.0371 5.2090
C -4.4831 2.0838 4.0225
O -3.5575 2.7475 3.4158
B -3.7112 2.6782 1.9646
O -4.6600 1.5247 1.7862
C -5.2491 1.2543 2.9675
O -6.0833 0.4124 3.1506
O -2.5113 2.2784 1.2105
C -2.1863 3.2550 0.4049
O -1.1989 3.3783 -0.2939
C -3.2805 4.3546 0.5175
O -4.2269 3.9235 1.3733
O -3.3852 5.3512 -0.1324
O -5.6603 -1.3361 1.0330
C -4.6138 -1.3904 0.4830
O -3.6900 -2.3370 0.7381
B -2.6169 -2.1715 -0.2194
O -2.8764 -0.9024 -0.9341
C -4.0283 -0.3771 -0.5122
O -4.5446 0.5985 -0.9627
O -2.6961 -3.2652 -1.2236
C -1.5595 -3.8733 -1.3298
O -1.3700 -4.9367 -1.8857
C -0.6016 -3.2736 -0.2752
O -1.2302 -2.2918 0.3081
O 0.4759 -3.7179 0.0238
C 0.1989 -1.4292 -4.5526
C 1.0090 -2.6014 -4.0307
C 1.1983 -2.1676 -2.5390
O 0.0554 -1.3945 -2.1547
C -0.7250 -1.3329 -3.3697
H -0.4439 -1.6960 -5.3922
H 0.8735 -0.6063 -4.7811
H 1.9710 -2.5091 -4.5395
H 0.4743 -3.5327 -4.1962
H 2.0487 -1.4879 -2.3997
H 1.3727 -3.0219 -1.8789
H -1.2645 -0.3809 -3.3485
H -1.5023 -2.0972 -3.3194
C 4.4106 2.2251 -2.7485
C 3.5659 1.3716 -3.6585
C 2.1842 1.5476 -3.0611
O 2.4434 1.8937 -1.6575
C 3.8413 1.9025 -1.3566
H 4.2362 3.2703 -3.0208
H 5.4639 2.1130 -3.0137
H 3.7039 0.2970 -3.4954
H 3.8050 1.6276 -4.6886
H 1.4283 0.7647 -3.0694
H 1.7039 2.4667 -3.4083
H 4.2752 0.9672 -0.9925
H 4.1080 2.6762 -0.6381
N 2.3910 -0.7675 1.0367
C 2.9043 0.2706 1.7497
C 4.2515 0.3296 2.0297
C 5.1101 -0.7115 1.6580
C 4.5745 -1.8520 1.0755
C 3.2144 -1.7862 0.7975
H 2.2684 1.0257 2.1934
H 4.7799 1.1400 2.5153
H 6.1653 -0.5988 1.8683
H 5.2696 -2.6107 0.7478
H 2.7314 -2.6082 0.2805
N -0.0516 0.5728 3.0546
C -0.2092 -0.7411 3.2284
C -1.1566 -1.3461 4.0642
C -1.8921 -0.5274 4.9223
C -1.6383 0.8400 4.8275
C -0.7896 1.3525 3.8729
H 0.4840 -1.3495 2.6608
H -1.1253 -2.4107 4.2481
H -2.5234 -0.8806 5.7245
H -2.2006 1.4989 5.4768
H -0.6654 2.4220 3.7673
```

Its total energy is -70138.8764 eV. As for the orbital gap: 8.57 eV. Its total charge is -1. The value obtained for the HOMO energy is -6.803 eV.

Entry 7:
Molecular formula: C26H30Br2N4O8PRb
Method: DFT, the ωB97M-V functional and the def2-TZVPD basis

Geometry as XYZ:
```
72
Properties=species:S:1:pos:R:3
Rb 0.7700 -0.0741 0.3352
O 0.8399 2.9624 -1.6337
C 2.0967 3.4743 -1.9931
C 3.1293 3.3447 -0.8786
N 3.3528 1.9802 -0.4554
C 3.8955 1.1448 -1.5109
C 2.8712 0.3164 -2.3180
O 3.3337 -0.4379 -3.1963
O 1.6512 0.4273 -2.0198
C 4.1669 1.9402 0.7508
C 4.2537 0.5132 1.3713
O 5.3888 0.0486 1.5540
O 3.1455 -0.0309 1.6213
H 0.9862 1.9900 -1.6184
H 1.9658 4.5380 -2.2265
H 2.4633 2.9833 -2.9066
H 2.7759 3.9122 -0.0125
H 4.0722 3.8255 -1.2254
H 4.5912 0.4231 -1.0774
H 4.4843 1.7352 -2.2355
H 3.6956 2.5974 1.4879
H 5.1913 2.3088 0.5610
O -6.4452 0.1044 4.6559
C -5.6855 -0.8815 4.6154
O -5.8266 -2.0123 5.1178
C -4.3758 -0.6736 3.8022
C -4.1195 0.5222 3.1455
C -2.9421 0.6652 2.4173
N -2.0260 -0.2942 2.3269
C -2.2599 -1.4364 2.9691
C -3.4162 -1.6717 3.7056
C -1.1917 -2.4636 2.8635
C -1.4923 -3.8241 2.7879
C -0.4526 -4.7280 2.6579
C 0.8489 -4.2531 2.6222
C 1.0486 -2.8809 2.7209
N 0.0588 -2.0090 2.8325
C -2.6482 1.9194 1.6799
C -3.6821 2.6836 1.1355
C -3.3677 3.8338 0.4352
C -2.0358 4.1871 0.2973
C -1.0781 3.3651 0.8776
N -1.3662 2.2646 1.5533
H -4.8462 1.3176 3.2391
H -3.5900 -2.6026 4.2282
H -2.5225 -4.1516 2.8035
H -0.6568 -5.7883 2.5724
H 1.6939 -4.9172 2.5018
H 2.0456 -2.4533 2.6964
H -4.7071 2.3598 1.2460
H -4.1514 4.4363 -0.0089
H -1.7328 5.0612 -0.2618
H -0.0246 3.5926 0.7674
Br 2.0476 -4.8021 -1.6730
C 3.2327 -3.2573 -1.7123
Br 3.1614 -2.1832 -0.1276
H 2.9504 -2.6367 -2.5564
H 4.2339 -3.6570 -1.8279
C 0.3549 -1.9073 -3.7003
P -0.9189 -0.8928 -2.9251
C -2.4892 -1.5495 -3.5880
C -0.8029 0.7513 -3.6849
O -0.9621 -0.9232 -1.4429
H 0.1291 -2.0447 -4.7595
H 0.3631 -2.8812 -3.2076
H 1.3249 -1.4240 -3.5880
H -2.4935 -1.5815 -4.6770
H -3.3059 -0.9174 -3.2417
H -2.6449 -2.5530 -3.1946
H -1.3173 0.7564 -4.6474
H 0.2368 1.0346 -3.8036
H -1.2740 1.4744 -3.0191
```

Its total energy is -199825.2798 eV. As for the orbital gap: 7.19 eV. Its total charge is -2. The value obtained for the HOMO energy is -3.542 eV.